C11H19NO5S as an isolated structure. Source: OMol25; level of theory: ωB97M-V/def2-TZVPD.

Each line ends with the natural charge from an NBO analysis.
Positions of all 37 atoms, in Å:
C1 1.91378 -1.10909 -0.29316  -0.626
C2 1.55577 -1.37940 -1.76734  -0.402
C3 0.54887 -0.41702 -2.45418  -0.433
C4 -0.22185 0.44935 -1.49958  0.060
O1 -1.03072 1.45641 -2.19306  -0.679
S1 -1.85703 2.19540 -1.05983  2.552
O2 -3.14849 2.51870 -1.52591  -0.881
O3 -1.06127 3.22604 -0.48445  -0.926
O4 -1.85553 0.98607 0.01058  -0.712
C5 -1.30908 -0.18458 -0.64502  0.335
O5 -2.25810 -0.76159 -1.45377  -0.524
C6 -2.99186 -1.83772 -0.85158  -0.066
C7 -2.27240 -3.16384 -1.04131  -0.638
H1 2.94166 -1.41872 -0.10691  0.228
H2 1.86194 -0.05961 -0.01210  0.210
H3 1.29799 -1.70234 0.38487  0.200
H4 2.47578 -1.34808 -2.34991  0.217
H5 1.18064 -2.39870 -1.86148  0.206
H6 1.05299 0.23528 -3.16732  0.232
H7 -0.17512 -0.99123 -3.03470  0.230
H8 0.44570 1.04836 -0.87927  0.206
H9 -0.94621 -0.90377 0.09118  0.189
H10 -3.95413 -1.83150 -1.35843  0.205
H11 -3.14413 -1.61644 0.20824  0.175
H12 -2.43683 -3.55050 -2.04650  0.219
H13 -2.63196 -3.90197 -0.32462  0.221
H14 -1.19529 -3.03726 -0.91226  0.203
N1 0.90125 1.56446 2.37719  -0.512
C8 1.38802 0.90280 3.47231  -0.085
C9 2.36493 1.68209 4.03123  -0.308
C10 2.46750 2.86184 3.24329  -0.298
C11 1.54902 2.75939 2.23286  -0.077
H15 0.17509 1.22876 1.76933  0.412
H16 0.99977 -0.05906 3.76099  0.206
H17 2.93894 1.43733 4.90924  0.220
H18 3.13480 3.69188 3.40378  0.219
H19 1.29557 3.42826 1.42762  0.223

Results
* energy: -34276.711 eV
* LUMO: 0.51 eV
* ΔE to the lowest compared entry with this formula, charge and spin: 0.0000 eV
* Kohn-Sham gap: 8.7612 eV